The following is a DFT calculation (ωB97M-V/def2-TZVPD) of C29H45BN6ORuS4 as an isolated structure in a non-equilibrium geometry.

Results
* HOMO level (alpha / beta): -20.5 / -20.4 eV
* energy above the lowest of the compared OMol25 structures with the same formula, charge and spin: 0.000 eV

ORCA input file:
```
! wB97M-V def2-TZVPD RIJCOSX def2/J DEFGRID3
* xyz 4 5
Ru -0.227 -0.446 0.098
C 4.579 -1.830 0.602
C 3.998 -0.854 -0.382
C 4.663 -0.442 -1.512
C 4.084 0.492 -2.390
N 2.856 0.990 -2.162
N 2.203 0.595 -1.099
B 0.790 1.237 -0.775
N 0.960 2.367 0.309
N 1.849 3.274 0.023
C 2.095 4.240 0.928
C 1.412 4.254 2.160
C 0.447 3.308 2.454
C -0.310 3.276 3.752
C 0.249 2.342 1.454
S -0.889 1.059 1.656
C 3.138 5.264 0.550
C 2.612 6.020 -0.686
C 3.389 6.247 1.692
C 4.441 4.518 0.187
N -0.046 1.803 -2.004
N 0.535 2.692 -2.772
C -0.189 3.266 -3.771
C -1.561 3.003 -3.910
C -2.182 2.057 -3.135
C -3.637 1.723 -3.280
C -1.347 1.411 -2.186
S -1.971 0.078 -1.334
C 0.462 4.178 -4.772
C 0.209 3.577 -6.173
C -0.223 5.564 -4.670
C 1.966 4.315 -4.552
C 2.719 -0.299 -0.204
S 1.793 -0.705 1.207
C 4.812 1.013 -3.603
C 3.917 0.799 -4.842
C 5.087 2.517 -3.355
C 6.147 0.289 -3.808
H 5.531 -2.219 0.248
H 3.908 -2.673 0.782
H 4.757 -1.346 1.570
H 5.650 -0.833 -1.726
H 1.647 5.015 2.893
H -0.032 4.115 4.386
H -0.104 2.353 4.303
H -1.393 3.323 3.588
H 1.702 6.580 -0.450
H 2.401 5.328 -1.499
H 3.369 6.731 -1.018
H 2.494 6.819 1.957
H 4.136 6.969 1.370
H 3.791 5.757 2.585
H 4.280 3.806 -0.627
H 4.844 3.985 1.054
H 5.188 5.245 -0.134
H -2.130 3.532 -4.667
H -4.071 2.253 -4.123
H -4.188 2.012 -2.380
H -3.800 0.653 -3.429
H -0.855 3.543 -6.430
H 0.617 2.566 -6.264
H 0.699 4.208 -6.913
H -1.294 5.531 -4.888
H 0.230 6.222 -5.411
H -0.080 6.010 -3.681
H 2.472 3.367 -4.718
H 2.195 4.665 -3.548
H 2.363 5.034 -5.267
H 2.933 1.253 -4.718
H 3.777 -0.268 -5.037
H 4.397 1.238 -5.717
H 4.178 3.065 -3.107
H 5.532 2.955 -4.251
H 5.797 2.645 -2.532
H 6.018 -0.783 -3.995
H 6.836 0.435 -2.970
H 6.630 0.708 -4.688
C 0.682 -4.527 -1.942
S 0.223 -3.759 -0.409
C -1.401 -4.452 -0.201
O -0.017 -2.261 -0.830
H 0.889 -5.576 -1.710
H 1.588 -4.047 -2.306
H -0.136 -4.440 -2.657
H -1.273 -5.521 0.011
H -1.979 -4.305 -1.114
H -1.869 -3.974 0.657
*
```

For each atom in turn, the Löwdin charge in e is: number 1, Ru, carries 0.68; number 2, C, carries -0.01; number 3, C, carries -0.20; number 4, C, carries 0.13; number 5, C, carries -0.12; number 6, N, carries 0.22; number 7, N, carries 0.01; number 8, B, carries -0.56; number 9, N, carries -0.02; number 10, N, carries 0.22; number 11, C, carries -0.12; number 12, C, carries 0.14; number 13, C, carries -0.19; number 14, C, carries -0.01; number 15, C, carries -0.53; number 16, S, carries 0.92; number 17, C, carries -0.54; number 18, C, carries -0.01; number 19, C, carries -0.03; number 20, C, carries -0.02; number 21, N, carries 0.02; number 22, N, carries 0.24; number 23, C, carries -0.11; number 24, C, carries 0.11; number 25, C, carries -0.19; number 26, C, carries -0.01; number 27, C, carries -0.51; number 28, S, carries 0.97; number 29, C, carries -0.53; number 30, C, carries 0.00; number 31, C, carries 0.00; number 32, C, carries -0.03; number 33, C, carries -0.50; number 34, S, carries 0.92; number 35, C, carries -0.53; number 36, C, carries -0.02; number 37, C, carries -0.01; number 38, C, carries -0.04; number 39, H, carries 0.11; number 40, H, carries 0.09; number 41, H, carries 0.12; number 42, H, carries 0.14; number 43, H, carries 0.14; number 44, H, carries 0.11; number 45, H, carries 0.11; number 46, H, carries 0.11; number 47, H, carries 0.10; number 48, H, carries 0.05; number 49, H, carries 0.11; number 50, H, carries 0.10; number 51, H, carries 0.11; number 52, H, carries 0.11; number 53, H, carries 0.06; number 54, H, carries 0.10; number 55, H, carries 0.11; number 56, H, carries 0.15; number 57, H, carries 0.11; number 58, H, carries 0.12; number 59, H, carries 0.10; number 60, H, carries 0.09; number 61, H, carries 0.10; number 62, H, carries 0.11; number 63, H, carries 0.09; number 64, H, carries 0.11; number 65, H, carries 0.10; number 66, H, carries 0.06; number 67, H, carries 0.06; number 68, H, carries 0.11; number 69, H, carries 0.05; number 70, H, carries 0.10; number 71, H, carries 0.11; number 72, H, carries 0.06; number 73, H, carries 0.11; number 74, H, carries 0.10; number 75, H, carries 0.11; number 76, H, carries 0.10; number 77, H, carries 0.11; number 78, C, carries -0.21; number 79, S, carries 0.97; number 80, C, carries -0.21; number 81, O, carries -0.74; number 82, H, carries 0.10; number 83, H, carries 0.07; number 84, H, carries 0.08; number 85, H, carries 0.10; number 86, H, carries 0.08; number 87, H, carries 0.07

---

The following is a DFT calculation (ωB97M-V/def2-TZVPD) of a 5-piece molecular cluster, C29H45F3N6O4S overall in a non-equilibrium geometry.

Results
* HOMO level: -7.2 eV
* energy above the lowest of the compared OMol25 structures with the same formula, charge and spin: 9.122 eV
* SMILES: CCNc1cc(CCC(F)(F)F)cc2c1Nc1ccccc1S2.CNC(C)=O.CNC(C)=O.CNC(C)=O.CNC(C)=O

ORCA input file:
```
! wB97M-V def2-TZVPD RIJCOSX def2/J DEFGRID3
* xyz 0 1
C 4.632 2.669 0.781
C 5.548 1.370 0.422
N 5.136 0.134 1.144
C 3.912 -0.466 0.592
C 3.078 0.090 -0.584
C 1.779 -0.578 -1.131
C 0.948 0.075 -2.345
C 0.390 1.495 -1.767
C -0.781 1.325 -0.701
F -1.893 0.564 -1.154
F -1.295 2.657 -0.453
F -0.374 0.838 0.564
C 1.273 -1.881 -0.470
C 2.084 -2.441 0.725
C 3.388 -1.775 1.300
N 4.110 -2.362 2.464
C 3.206 -2.631 3.598
C 3.481 -2.141 5.066
C 2.460 -2.448 6.221
C 1.156 -3.279 6.002
C 0.886 -3.770 4.557
C 1.873 -3.450 3.415
S 1.553 -3.980 1.650
H 5.267 3.598 0.985
H 3.960 2.929 -0.118
H 3.919 2.407 1.639
H 6.635 1.658 0.688
H 5.543 1.236 -0.722
H 5.038 0.309 2.159
H 3.400 1.054 -1.129
H 1.687 0.260 -3.193
H 0.097 -0.629 -2.628
H -0.040 2.055 -2.681
H 1.257 2.051 -1.277
H 0.343 -2.466 -0.795
H 4.824 -1.717 2.828
H 4.428 -1.551 5.311
H 2.655 -2.054 7.285
H 0.390 -3.512 6.817
H -0.075 -4.358 4.325
C 1.882 6.962 -0.596
N 1.978 5.532 -0.798
C 2.045 4.851 -1.972
C 2.020 5.643 -3.251
O 2.124 3.627 -1.966
H 2.740 7.282 -0.002
H 0.966 7.168 -0.038
H 1.865 7.511 -1.535
H 2.000 4.933 0.016
H 2.081 4.962 -4.100
H 1.087 6.206 -3.325
H 2.876 6.321 -3.289
C -4.748 0.881 -1.617
N -6.115 0.405 -1.567
C -6.781 -0.343 -2.488
C -6.042 -0.750 -3.734
O -7.946 -0.663 -2.289
H -4.217 0.485 -0.750
H -4.764 1.971 -1.559
H -4.236 0.574 -2.526
H -6.675 0.638 -0.759
H -6.702 -1.340 -4.370
H -5.727 0.137 -4.289
H -5.175 -1.361 -3.473
C -1.670 -0.967 -7.538
N -0.333 -0.870 -6.991
C 0.171 0.085 -6.162
C -0.743 1.201 -5.734
O 1.335 0.018 -5.789
H -2.103 -1.917 -7.216
H -1.595 -0.960 -8.627
H -2.309 -0.149 -7.213
H 0.339 -1.585 -7.234
H -0.200 1.882 -5.077
H -1.085 1.762 -6.607
H -1.596 0.798 -5.184
C -4.244 -5.272 5.782
N -2.903 -5.164 6.316
C -2.396 -4.200 7.129
C -3.309 -3.083 7.555
O -1.226 -4.260 7.492
H -4.671 -6.220 6.117
H -4.180 -5.275 4.692
H -4.883 -4.453 6.105
H -2.231 -5.879 6.073
H -2.763 -2.394 8.200
H -3.661 -2.533 6.680
H -4.155 -3.485 8.117
*
```

For each atom in turn, the Löwdin charge in e is: number 1, C, carries -0.11; number 2, C, carries -0.26; number 3, N, carries -0.06; number 4, C, carries -0.13; number 5, C, carries 0.03; number 6, C, carries -0.17; number 7, C, carries -0.12; number 8, C, carries -0.08; number 9, C, carries -0.38; number 10, F, carries 0.04; number 11, F, carries 0.01; number 12, F, carries 0.07; number 13, C, carries -0.04; number 14, C, carries -0.39; number 15, C, carries -0.13; number 16, N, carries 0.03; number 17, C, carries -0.20; number 18, C, carries -0.02; number 19, C, carries -0.07; number 20, C, carries -0.06; number 21, C, carries -0.08; number 22, C, carries -0.41; number 23, S, carries 0.84; number 24, H, carries 0.07; number 25, H, carries 0.04; number 26, H, carries 0.08; number 27, H, carries 0.11; number 28, H, carries 0.12; number 29, H, carries 0.12; number 30, H, carries 0.09; number 31, H, carries 0.11; number 32, H, carries 0.11; number 33, H, carries 0.12; number 34, H, carries 0.09; number 35, H, carries 0.10; number 36, H, carries 0.10; number 37, H, carries 0.08; number 38, H, carries 0.08; number 39, H, carries 0.06; number 40, H, carries 0.09; number 41, C, carries -0.07; number 42, N, carries 0.02; number 43, C, carries -0.52; number 44, C, carries 0.00; number 45, O, carries -0.01; number 46, H, carries 0.09; number 47, H, carries 0.09; number 48, H, carries 0.08; number 49, H, carries 0.14; number 50, H, carries 0.09; number 51, H, carries 0.09; number 52, H, carries 0.09; number 53, C, carries -0.09; number 54, N, carries 0.00; number 55, C, carries -0.56; number 56, C, carries -0.02; number 57, O, carries 0.02; number 58, H, carries 0.08; number 59, H, carries 0.09; number 60, H, carries 0.07; number 61, H, carries 0.14; number 62, H, carries 0.08; number 63, H, carries 0.08; number 64, H, carries 0.08; number 65, C, carries -0.08; number 66, N, carries 0.00; number 67, C, carries -0.55; number 68, C, carries -0.01; number 69, O, carries 0.02; number 70, H, carries 0.08; number 71, H, carries 0.08; number 72, H, carries 0.07; number 73, H, carries 0.14; number 74, H, carries 0.07; number 75, H, carries 0.09; number 76, H, carries 0.08; number 77, C, carries -0.08; number 78, N, carries 0.01; number 79, C, carries -0.53; number 80, C, carries -0.01; number 81, O, carries 0.00; number 82, H, carries 0.08; number 83, H, carries 0.09; number 84, H, carries 0.08; number 85, H, carries 0.14; number 86, H, carries 0.09; number 87, H, carries 0.09; number 88, H, carries 0.09

---

> Among the records above, which one has the highest energy above the lowest of the compared OMol25 structures with the same formula, charge and spin?

C29H45F3N6O4S

---

> What is the formula in the first record?

C29H45BN6ORuS4

---

> Which of these has the lowest energy above the lowest of the compared OMol25 structures with the same formula, charge and spin?

C29H45BN6ORuS4